Record 1
{"formula": "C5H13NO", "method": "ωB97M-V/def2-TZVPD", "symbols": ["C", "N", "C", "C", "C", "C", "H", "H", "H", "H", "H", "H", "H", "H", "H", "H", "H", "H", "H", "O"], "xyz": [[2.07069, 1.37171, 1.10306], [0.72726, 1.10851, 0.57686], [0.48209, -0.22872, 0.16498], [-0.55197, -0.91037, 0.66185], [-0.97936, -2.28117, 0.22289], [1.21979, -0.69074, -1.06244], [2.79747, 0.86130, 0.47056], [2.20752, 1.00762, 2.12296], [2.26500, 2.44542, 1.11251], [0.02864, 1.28633, 1.28991], [-1.23296, -0.39018, 1.33435], [-0.12796, -2.96885, 0.21000], [-1.33108, -2.28463, -0.81360], [-1.67268, -2.72808, 0.93664], [1.21564, -1.77464, -1.18394], [0.77854, -0.20892, -1.93580], [2.27193, -0.39341, -1.04653], [-3.56741, 1.50714, -1.36014], [-2.90190, 2.81981, -1.60154], [-3.69928, 2.45183, -1.20262]], "forces_ev_per_angstrom": [[-0.17, 0.00, -0.08], [-0.09, -0.38, 0.10], [-0.38, 0.10, -0.43], [-0.24, 0.02, -0.03], [0.70, -0.25, -0.09], [0.72, -0.02, 0.38], [0.06, 0.27, 0.07], [-0.01, -0.17, 0.11], [0.06, -0.08, -0.16], [0.15, 0.42, -0.02], [0.28, -0.11, 0.29], [0.08, 0.08, 0.06], [-0.50, -0.09, 0.22], [-0.29, 0.17, -0.37], [-0.21, 0.13, -0.01], [-0.08, -0.09, -0.04], [-0.08, 0.01, -0.02], [-0.25, 0.09, 0.17], [-0.10, 0.24, 0.10], [0.37, -0.34, -0.25]], "mulliken_charge": [-0.8569, -0.3281, 0.6644, -0.3284, -1.2576, -1.1033, 0.2958, 0.2876, 0.2862, 0.2669, 0.2441, 0.3201, 0.2780, 0.3455, 0.3124, 0.2316, 0.3448, 0.3155, 0.3199, -0.6385], "homo_energy_ev": -8.06, "gap_ha": 0.3235, "spin_multiplicity": 1, "relative_energy_kj_mol": 141.0, "e_tot_ev": -8932.5494}

Record 2
{"formula": "C5H13NO", "method": "ωB97M-V/def2-TZVPD", "symbols": ["C", "C", "H", "H", "H", "H", "H", "H", "C", "C", "C", "O", "N", "H", "H", "H", "H", "H", "H", "H"], "xyz": [[-1.74319, 2.42358, -0.33826], [-1.34428, 0.92409, -0.41770], [-2.77972, 2.43452, -0.01671], [-0.98779, 3.06751, 0.08895], [-1.88144, 2.79303, -1.36617], [-2.29724, 0.36846, -0.43193], [-0.74482, 0.84354, -1.33754], [-0.71657, 0.61303, 0.39577], [1.48535, -0.75825, 0.49558], [1.79068, -0.23613, -0.93211], [0.57809, -1.96599, 0.41192], [0.73560, -2.93165, -0.28644], [-0.26456, -2.04650, 1.52803], [2.36802, -0.88922, 1.11192], [0.94968, 0.09300, 0.98242], [0.87227, -0.11746, -1.49083], [2.52394, -0.92794, -1.39001], [-0.70280, -2.94859, 1.60540], [-0.32856, -1.35372, 2.24953], [2.48733, 0.61470, -0.86182]], "forces_ev_per_angstrom": [[-0.48, -0.89, -1.60], [-0.38, 1.29, -0.83], [0.22, 0.77, 1.12], [-0.32, 0.17, 0.70], [0.32, -0.10, 0.07], [0.82, -0.27, -0.25], [-0.56, -0.59, 0.32], [-0.16, -0.13, 0.42], [-1.09, 2.18, -1.39], [2.48, -0.95, 0.96], [0.65, -0.27, 3.70], [-0.21, 0.06, -1.17], [0.21, -0.36, -1.54], [0.16, -0.64, -0.15], [0.26, -0.85, 0.00], [0.41, 0.20, -0.29], [-1.01, -0.26, -0.28], [-0.25, 0.13, 0.39], [-0.02, 0.00, -0.10], [-1.04, 0.49, -0.06]], "mulliken_charge": [-1.0650, -0.2672, 0.3099, 0.3346, 0.2829, 0.3051, 0.0888, -0.0364, -0.4034, -1.1250, 0.5730, -0.5936, -0.3853, 0.4076, 0.2321, 0.2587, 0.3324, 0.2297, 0.2077, 0.3134], "homo_energy_ev": -9.92, "gap_ha": 0.3958, "spin_multiplicity": 1, "relative_energy_kj_mol": 95.0, "e_tot_ev": -8933.0266}

Record 3
{"formula": "C5H13NO", "method": "ωB97M-V/def2-TZVPD", "symbols": ["C", "C", "C", "O", "N", "H", "H", "H", "H", "H", "H", "H", "C", "C", "H", "H", "H", "H", "H", "H"], "xyz": [[-1.11048, -0.42811, -0.60351], [-2.26293, -1.13370, 0.05362], [-1.18922, 1.06844, -0.64653], [-0.23349, 1.79856, -0.46346], [-2.43992, 1.63392, -0.85054], [-0.14858, -0.57287, -0.10721], [-0.93044, -0.73550, -1.63986], [-3.03582, -1.41809, -0.66673], [-2.65284, 2.62510, -0.75397], [-3.16310, 1.15728, -1.37031], [-2.79337, -0.50014, 0.76691], [-2.01741, -2.03373, 0.61503], [2.50409, 0.53973, 0.91093], [3.02789, -0.88995, 0.55829], [1.49234, 0.45370, 1.29192], [3.25866, 0.95993, 1.56460], [2.38211, 1.15750, 0.02314], [4.10767, -0.86272, 0.49075], [2.58227, -1.61425, 1.23675], [2.62259, -1.20511, -0.40982]], "forces_ev_per_angstrom": [[1.10, 0.23, -0.33], [-1.23, -0.28, 0.26], [-0.74, 1.96, 0.01], [0.02, -0.48, 0.11], [-0.77, -0.18, -0.29], [-0.14, -0.31, 0.11], [-0.18, -0.24, 0.07], [0.13, -0.05, -0.05], [0.93, -0.42, -0.05], [0.22, -0.35, 0.33], [0.24, 0.18, 0.03], [0.38, -0.05, -0.24], [0.34, -1.22, -0.87], [-1.34, 0.86, -0.71], [0.10, 0.31, 0.64], [-0.50, 0.49, 0.47], [0.32, 0.07, -0.02], [0.15, -0.52, 0.22], [0.72, -0.12, 0.42], [0.24, 0.12, -0.10]], "mulliken_charge": [0.2907, -1.2651, 0.3551, -0.5868, -0.3978, -0.2130, 0.3179, 0.3053, 0.2265, 0.1902, 0.3890, 0.3710, -0.7234, -0.8832, 0.2024, 0.3490, 0.2143, 0.3519, 0.2555, 0.2505], "homo_energy_ev": -9.74, "gap_ha": 0.3880, "spin_multiplicity": 1, "relative_energy_kj_mol": 49.5, "e_tot_ev": -8933.4977}

Record 4
{"formula": "C5H13NO", "method": "ωB97M-V/def2-TZVPD", "symbols": ["C", "N", "C", "C", "C", "C", "H", "H", "H", "H", "H", "H", "H", "H", "H", "H", "H", "H", "H", "O"], "xyz": [[1.68240, 1.49128, -0.23990], [0.31817, 1.48111, -0.69757], [-0.54609, 0.42087, -0.21548], [-0.65995, -2.98353, -2.14421], [-0.45930, -1.96703, -1.04875], [-0.72173, -0.68013, -1.21698], [2.12684, 2.45650, -0.45364], [2.27812, 0.77925, -0.81856], [1.81412, 1.30370, 0.82390], [-0.10411, 2.37391, -0.85846], [-0.13488, 0.04929, 0.72632], [-1.52199, 0.83411, 0.05027], [0.26948, -3.15224, -2.70012], [-1.39668, -2.61864, -2.86189], [-1.00286, -3.95141, -1.77530], [-0.04701, -2.30703, -0.11077], [-1.12729, -0.32378, -2.15378], [-0.18288, 1.40249, 5.17013], [0.87280, 2.13483, 4.31630], [-0.02288, 1.75279, 4.28973]], "forces_ev_per_angstrom": [[0.16, 0.13, -0.73], [-0.08, -0.14, -0.24], [0.18, 0.22, 0.34], [0.04, 0.10, -0.06], [-0.04, -0.01, -0.46], [-0.12, 0.12, 0.24], [0.03, 0.28, 0.00], [0.06, -0.22, 0.25], [-0.12, -0.16, 0.29], [-0.07, 0.09, 0.31], [-0.01, -0.27, 0.07], [-0.09, 0.05, -0.13], [-0.05, -0.05, 0.14], [0.02, -0.03, 0.00], [0.02, 0.06, 0.08], [0.10, -0.08, 0.22], [-0.05, -0.09, -0.31], [0.07, 0.01, 0.04], [-0.59, -0.27, 0.06], [0.52, 0.25, -0.12]], "mulliken_charge": [-0.8957, -0.2293, -0.6864, -1.1258, 0.0395, -0.3045, 0.3603, 0.2488, 0.2493, 0.2320, 0.3056, 0.3563, 0.2498, 0.3147, 0.3306, 0.3352, 0.2180, 0.3147, 0.3200, -0.6333], "homo_energy_ev": -8.26, "gap_ha": 0.3346, "spin_multiplicity": 1, "relative_energy_kj_mol": 165.4, "e_tot_ev": -8932.2962}

Record 5
{"formula": "C5H13NO", "method": "ωB97M-V/def2-TZVPD", "symbols": ["C", "C", "C", "C", "C", "N", "H", "H", "H", "H", "H", "H", "H", "H", "H", "H", "H", "H", "H", "O"], "xyz": [[-0.18043, -2.67771, -1.70442], [0.46144, -2.00688, -0.48278], [-0.44252, -0.96904, 0.02767], [0.27173, -0.05900, 1.04037], [0.96621, 1.62492, -0.65030], [1.16089, 1.05402, 0.47436], [-0.15783, -3.74013, -1.49571], [-1.13552, -2.16421, -1.81562], [0.49696, -2.47627, -2.60113], [0.64286, -2.82597, 0.19994], [1.47201, -1.72978, -0.86401], [-1.03975, -0.27831, -0.71916], [-1.25591, -1.42036, 0.63787], [0.92781, -0.61960, 1.73865], [-0.46242, 0.46946, 1.65594], [1.47186, 2.66028, -0.81049], [0.43250, 1.24640, -1.51688], [-1.35044, 4.68952, 3.04980], [-0.93288, 4.16040, 1.69889], [-1.34654, 5.06226, 2.13701]], "forces_ev_per_angstrom": [[1.39, 0.71, -0.96], [1.47, -1.27, -2.04], [-1.11, 2.36, -0.03], [1.20, 0.87, 2.32], [2.60, 2.01, 2.15], [-3.10, -0.93, -3.45], [-0.81, -0.16, -0.56], [-0.28, -1.00, -0.65], [-1.30, -0.36, 0.92], [-0.01, 0.36, 0.85], [-0.62, 0.65, 0.87], [1.41, -1.52, 0.98], [0.47, 0.23, -0.20], [-0.45, 0.16, -0.58], [0.14, 0.11, -0.09], [-0.76, -1.64, 0.31], [-0.23, -0.58, 0.12], [-0.28, 0.95, -0.48], [-1.58, 3.64, 1.13], [1.84, -4.57, -0.62]], "lowdin_spin": [0.0097, 0.0089, 0.0706, 0.0846, 0.0788, 0.6587, 0.0008, 0.0001, 0.0008, -0.0001, 0.0017, 0.0010, 0.0106, 0.0002, 0.0027, 0.0351, 0.0361, 0.0000, 0.0000, 0.0000], "charge": 1, "homo_energy_ev": [-14.22, -14.22], "gap_ha": [0.3239, 0.1946], "spin_multiplicity": 2, "relative_energy_kj_mol": 366.4, "s_squared": 0.760, "e_tot_ev": -8921.9539}